Below is a 2-piece molecular cluster, CH2ClFS overall at a distorted geometry, with properties calculated with the ωB97M-V functional and the def2-TZVPD basis.

Element x y z (Å)
C1 1.02 -0.29 -0.43
F1 1.57 -1.39 0.06
S1 -2.12 -0.19 0.54
Cl1 1.49 1.16 0.22
H1 0.21 -0.42 -1.13
H2 -2.17 1.12 0.75

* lowest unoccupied orbital energy (spin up / spin down): 0.03 / -2.40 eV
* total energy: -27141.150 eV
* ΔE to the lowest compared entry with this formula, charge and spin: 276.1 kJ/mol